Entry from the Open Molecules 2025 dataset: a 10-piece molecular cluster, C10H40N20O10 overall (ωB97M-V/def2-TZVPD).

Its structure (SMILES) is NC(N)=O.NC(N)=O.NC(N)=O.NC(N)=O.NC(N)=O.NC(N)=O.NC(N)=O.NC(N)=O.NC(N)=O.NC(N)=O. The HOMO energy is -8.9 eV.

Geometry as ORCA input:
```
! wB97M-V def2-TZVPD RIJCOSX def2/J DEFGRID3
* xyz 0 1
C 0.050 -0.056 0.158
O 0.493 -0.457 1.188
N 0.024 -0.811 -0.904
N -0.697 1.041 0.028
H -0.422 -0.659 -1.798
H 0.617 -1.620 -0.791
H -0.842 1.605 0.853
H -0.995 1.208 -0.923
C 5.914 -1.044 -0.088
O 6.220 0.062 -0.518
N 6.316 -1.502 1.048
N 5.270 -1.964 -0.757
H 7.139 -1.184 1.540
H 6.266 -2.481 1.292
H 4.934 -1.696 -1.671
H 5.012 -2.836 -0.317
C -2.581 -0.775 6.236
O -2.873 -0.252 7.226
N -2.838 -0.332 5.021
N -1.875 -1.889 6.185
H -3.250 0.587 4.945
H -2.829 -0.887 4.178
H -1.916 -2.492 6.994
H -1.610 -2.364 5.334
C -2.347 2.894 -5.945
O -2.371 2.904 -4.763
N -3.319 2.562 -6.714
N -1.367 3.237 -6.796
H -3.219 2.904 -7.659
H -4.157 2.173 -6.307
H -0.525 3.437 -6.276
H -1.320 2.978 -7.771
C -2.114 -2.317 -6.434
O -1.259 -2.149 -5.578
N -1.816 -2.546 -7.682
N -3.411 -2.604 -6.314
H -0.843 -2.471 -7.941
H -2.438 -3.103 -8.251
H -4.037 -2.970 -7.017
H -3.772 -2.295 -5.423
C 3.157 1.340 5.430
O 4.155 1.433 6.149
N 2.067 0.820 5.783
N 3.294 1.589 4.135
H 1.328 0.808 5.095
H 1.915 0.686 6.772
H 2.540 1.309 3.524
H 4.101 2.136 3.874
C -1.232 4.861 3.814
O -2.218 4.167 3.856
N -0.652 5.396 4.787
N -0.609 5.116 2.701
H 0.204 5.924 4.697
H -1.049 5.471 5.712
H -0.083 5.972 2.810
H -0.812 4.724 1.793
C 0.867 -5.134 2.706
O -0.258 -4.720 2.888
N 1.940 -4.403 2.695
N 1.184 -6.415 2.774
H 1.663 -3.443 2.548
H 2.920 -4.605 2.556
H 2.133 -6.639 2.510
H 0.507 -7.012 3.227
C -3.661 7.108 -0.723
O -2.557 7.361 -1.087
N -4.172 5.873 -0.733
N -4.488 7.823 -0.066
H -3.704 5.088 -1.164
H -5.179 5.886 -0.805
H -5.432 7.593 0.207
H -4.149 8.768 0.048
C 2.600 -5.397 -3.428
O 2.904 -4.427 -4.141
N 3.162 -6.571 -3.381
N 1.418 -5.423 -2.836
H 2.997 -7.139 -2.563
H 4.027 -6.736 -3.876
H 0.867 -4.657 -3.199
H 1.094 -6.366 -2.680
*
```

Entry from the Open Molecules 2025 dataset: a 10-piece molecular cluster, C10H40N20O10 overall (ωB97M-V/def2-TZVPD).

The HOMO energy (alpha / beta) is -11.0 / -11.0 eV.

Geometry as ORCA input:
```
! wB97M-V def2-TZVPD RIJCOSX def2/J DEFGRID3
* xyz 1 2
C 35.800 16.158 -18.296
O 36.921 15.677 -18.340
N 35.435 16.925 -17.295
N 34.904 16.080 -19.190
H 34.493 17.288 -17.336
H 35.938 16.935 -16.419
H 35.045 15.532 -20.027
H 33.940 16.330 -19.022
C 42.191 14.007 -11.626
O 41.965 12.965 -12.077
N 43.385 14.330 -11.445
N 41.403 14.992 -11.367
H 43.629 15.200 -10.993
H 44.103 13.653 -11.662
H 41.908 15.806 -11.046
H 40.424 15.022 -11.120
C 36.770 12.378 -16.483
O 37.593 13.125 -15.999
N 36.054 12.772 -17.458
N 36.692 11.085 -16.303
H 35.618 11.976 -17.901
H 36.095 13.732 -17.771
H 35.913 10.540 -16.644
H 37.293 10.676 -15.601
C 39.294 18.081 -19.010
O 39.730 17.000 -18.918
N 39.363 18.810 -20.132
N 38.828 18.644 -17.979
H 39.657 18.322 -20.966
H 39.057 19.770 -20.211
H 38.809 18.177 -17.083
H 38.412 19.562 -18.043
C 42.163 16.275 -16.087
O 42.939 15.561 -16.635
N 41.578 17.228 -16.665
N 42.035 16.226 -14.806
H 41.068 18.013 -16.286
H 41.648 17.210 -17.673
H 41.164 16.672 -14.555
H 42.394 15.451 -14.267
C 38.493 16.870 -14.790
O 38.864 17.959 -15.188
N 37.724 16.116 -15.511
N 38.853 16.157 -13.777
H 37.726 16.273 -16.508
H 37.563 15.137 -15.318
H 38.473 15.238 -13.598
H 39.488 16.638 -13.156
C 38.291 12.143 -11.529
O 38.070 13.142 -12.224
N 37.380 11.274 -11.220
N 39.447 11.943 -10.839
H 36.468 11.410 -11.634
H 37.533 10.660 -10.433
H 39.519 11.171 -10.192
H 40.239 12.544 -11.011
C 41.341 18.608 -12.187
O 40.337 17.898 -12.186
N 41.415 19.669 -11.453
N 42.471 18.432 -12.792
H 40.591 19.553 -10.881
H 41.727 20.581 -11.755
H 43.099 19.215 -12.681
H 42.681 17.712 -13.468
C 35.941 15.778 -10.500
O 35.608 16.687 -9.777
N 36.532 15.976 -11.593
N 35.834 14.497 -10.254
H 36.851 16.923 -11.743
H 37.171 15.240 -11.856
H 36.310 13.786 -10.791
H 35.366 14.125 -9.439
C 40.195 20.893 -15.221
O 40.895 21.793 -14.858
N 38.968 20.748 -14.710
N 40.643 20.019 -16.056
H 38.674 21.415 -14.011
H 38.529 19.838 -14.683
H 40.104 19.254 -16.437
H 41.481 20.459 -16.409
*
```

Entry from the Open Molecules 2025 dataset: a 10-piece molecular cluster, C10H40N20O10 overall (ωB97M-V/def2-TZVPD).

The HOMO energy (alpha / beta) is -10.8 / -10.7 eV.

Geometry as ORCA input:
```
! wB97M-V def2-TZVPD RIJCOSX def2/J DEFGRID3
* xyz 1 2
C -1.605 3.350 3.143
O -1.884 2.993 4.331
N -0.974 4.466 2.746
N -1.798 2.612 2.082
H -0.695 4.483 1.775
H -0.598 5.113 3.425
H -2.551 1.940 2.028
H -1.483 2.829 1.148
C -0.425 -0.870 4.524
O 0.198 -1.784 3.981
N -0.781 -0.883 5.749
N -0.523 0.319 3.886
H -0.400 -1.662 6.267
H -1.193 -0.093 6.224
H -0.201 0.238 2.933
H -0.924 1.138 4.321
C 0.065 0.710 -0.118
O -0.281 1.849 -0.390
N 1.084 0.002 -0.587
N -0.535 -0.085 0.724
H 1.606 0.405 -1.351
H 1.216 -0.929 -0.217
H -1.352 0.289 1.185
H -0.154 -1.016 0.813
C 2.044 -2.204 -4.532
O 2.238 -2.719 -3.433
N 1.950 -2.816 -5.673
N 1.916 -0.957 -4.807
H 2.099 -3.815 -5.688
H 1.943 -2.401 -6.593
H 1.737 -0.735 -5.776
H 2.026 -0.271 -4.074
C 0.351 5.589 0.255
O 1.277 5.202 0.880
N -0.069 6.792 0.144
N -0.415 4.761 -0.416
H 0.227 7.481 0.821
H -0.752 7.020 -0.564
H -0.379 3.758 -0.533
H -1.099 5.240 -0.984
C -2.322 -3.629 1.024
O -2.068 -4.783 0.638
N -1.415 -2.880 1.532
N -3.377 -2.837 0.925
H -0.526 -3.330 1.365
H -1.442 -2.045 2.099
H -4.250 -3.068 0.474
H -3.260 -1.847 1.089
C 0.922 -3.828 -1.223
O 1.154 -2.888 -0.521
N -0.032 -3.884 -2.065
N 1.523 -4.912 -1.034
H -0.268 -4.699 -2.613
H -0.245 -2.914 -2.251
H 1.208 -5.720 -1.551
H 2.287 -4.878 -0.374
C -4.023 -0.174 2.909
O -3.054 -0.215 2.174
N -5.260 0.310 2.654
N -4.006 -0.130 4.207
H -5.496 0.603 1.717
H -5.630 0.750 3.485
H -3.143 -0.265 4.713
H -4.934 -0.173 4.605
C 1.608 1.848 -3.406
O 2.187 1.103 -2.724
N 2.066 2.244 -4.524
N 0.448 2.402 -3.158
H 1.472 2.788 -5.134
H 2.903 1.817 -4.894
H 0.006 2.218 -2.269
H 0.047 3.009 -3.859
C 4.954 -1.848 -1.221
O 5.994 -1.636 -0.655
N 3.815 -1.694 -0.666
N 4.870 -2.138 -2.427
H 3.755 -1.627 0.340
H 3.008 -1.975 -1.205
H 3.937 -2.228 -2.802
H 5.682 -2.187 -3.026
*
```

Calculated total energy across the listed records, respectively: -61299.348 -61292.730 -61292.514 eV.